No. 1
Computed, not measured: a 7-piece molecular cluster, C31H34BF4O11 overall at a distorted geometry, with the ωB97M-V functional and the def2-TZVPD basis.

```
81
Properties=species:S:1:pos:R:3:forces:R:3:mulliken_charge:R:1
H 24.583000 5.748000 35.248000 -0.7 -0.5 0.8 0.42
O 24.577000 2.762000 38.822000 -1.0 1.7 -1.0 -0.32
H 29.932000 8.247000 34.975000 -0.8 -1.2 0.4 0.31
H 25.386000 4.296000 31.165000 -0.3 -0.2 -2.7 0.34
C 23.538000 0.653000 39.315000 -1.9 1.1 -1.7 0.25
C 24.037000 9.363000 36.340000 -0.1 1.4 -0.5 -0.59
H 24.993000 -0.623000 35.039000 -6.9 1.6 0.8 1.13
C 27.291000 4.490000 34.184000 2.3 -0.7 -4.2 0.72
H 25.652000 7.581000 34.074000 0.0 -0.9 -0.4 0.50
O 25.008000 4.575000 30.248000 1.6 -0.8 2.3 -0.63
C 25.199000 0.283000 41.480000 -0.5 -1.8 -1.7 -0.55
F 24.549000 2.655000 34.950000 -0.5 0.5 0.5 -0.32
C 28.704000 6.379000 33.693000 -0.2 0.2 3.8 -0.84
C 28.051000 5.859000 36.065000 -0.6 -0.3 -7.3 -1.12
H 25.678000 1.344000 35.999000 -8.2 3.7 -2.6 0.06
H 28.945000 0.286000 35.801000 -1.6 -1.0 -1.3 0.18
H 28.170000 5.170000 32.196000 -0.4 -1.2 -1.6 0.54
C 24.143000 5.499000 30.726000 0.1 4.0 -3.1 0.84
H 19.005000 0.821000 34.004000 -2.2 0.1 0.0 0.40
C 28.729000 6.657000 35.152000 -0.3 -1.2 -2.2 0.77
H 23.868000 10.415000 36.746000 0.5 -1.3 -0.9 0.20
H 29.356000 6.983000 33.105000 0.2 0.4 -0.6 0.35
C 24.960000 7.705000 34.886000 -1.6 1.8 -0.1 -0.40
H 23.729000 2.926000 38.315000 1.4 -0.4 0.6 0.16
B 23.243000 2.773000 35.617000 0.7 -1.9 -3.4 0.58
H 26.187000 1.940000 41.091000 -0.7 0.4 -1.7 0.24
H 22.082000 5.923000 33.464000 2.1 0.7 -2.9 0.02
H 22.679000 -1.273000 39.945000 -1.6 -1.1 -0.7 0.48
H 21.585000 8.379000 33.336000 0.5 -0.4 5.2 0.31
C 23.175000 7.823000 30.662000 -0.5 0.2 1.3 -0.32
C 23.507000 5.247000 31.894000 1.2 -4.4 1.4 0.05
O 19.833000 2.757000 34.457000 -0.2 -0.6 -0.1 -0.55
H 25.523000 -2.748000 33.945000 -0.5 -1.2 -0.7 0.31
H 22.863000 0.959000 38.311000 1.6 -1.5 2.9 -0.16
O 26.963000 3.211000 33.753000 1.7 2.4 -2.4 -0.54
C 25.867000 -0.964000 34.897000 6.8 0.1 0.3 -0.92
H 26.360000 2.911000 34.358000 -2.7 -1.8 2.4 0.12
C 24.225000 -0.752000 41.223000 0.8 3.3 0.0 0.77
C 24.301000 6.716000 35.645000 4.5 0.8 -5.7 -0.62
F 23.266000 3.591000 36.642000 0.4 1.7 2.8 -0.25
H 29.758000 -1.839000 34.872000 -1.7 0.9 -1.2 0.26
C 23.764000 7.075000 36.781000 -1.6 -4.2 2.1 0.88
H 23.650000 4.153000 32.455000 -0.4 3.0 -1.5 0.15
C 23.638000 8.321000 37.177000 0.5 5.2 2.3 -0.44
O 21.577000 8.358000 32.452000 0.2 0.2 -6.1 -0.57
C 28.716000 -1.428000 34.603000 -0.5 -5.8 -1.5 -0.55
O 23.320000 6.065000 37.549000 0.1 -2.8 2.1 -0.64
C 27.292000 4.823000 35.466000 -2.0 -1.4 4.7 0.38
C 26.833000 -0.115000 35.412000 -0.7 0.4 -0.5 0.24
C 23.347000 -0.509000 40.133000 2.8 2.2 0.4 -0.82
F 22.355000 3.341000 34.670000 0.4 -0.3 -0.3 -0.40
O 23.942000 -1.781000 42.053000 1.5 -2.1 3.3 -0.61
O 25.266000 9.947000 34.291000 0.5 1.5 -1.1 -0.55
H 20.125000 1.584000 32.776000 -1.3 0.1 -0.2 0.30
C 26.274000 -2.099000 34.288000 2.9 -0.4 -1.0 -0.78
H 27.462000 -4.130000 33.315000 -0.1 0.6 0.2 0.28
O 26.406000 0.955000 36.177000 9.8 -4.3 2.3 -0.34
H 28.161000 5.981000 37.023000 0.3 0.7 5.2 0.81
C 24.458000 1.705000 39.600000 -0.1 -3.8 0.7 0.43
H 23.754000 5.132000 37.418000 -1.1 3.1 -0.3 0.28
O 28.139000 -3.492000 33.581000 0.4 -0.9 -0.5 -0.55
C 24.661000 9.075000 35.103000 0.1 -1.9 2.6 0.35
H 24.547000 -1.986000 42.930000 -1.9 1.6 -3.8 0.33
H 23.563000 8.692000 38.242000 -0.8 -1.2 -1.2 0.25
C 28.201000 -0.394000 35.196000 0.3 6.2 4.9 -0.27
H 26.069000 0.208000 42.128000 -0.6 -0.6 0.6 0.25
H 26.605000 4.107000 36.157000 2.0 1.7 -1.4 -0.08
H 24.476000 7.083000 29.088000 0.1 -0.5 0.7 0.37
H 20.788000 2.960000 34.394000 -0.6 0.4 0.5 0.47
C 28.046000 5.284000 33.223000 -0.8 0.5 2.6 -0.92
H 25.204000 10.874000 34.567000 -0.2 -0.5 0.2 0.31
C 27.673000 -2.327000 34.104000 -0.1 0.2 0.7 0.85
O 29.541000 7.616000 35.625000 1.2 1.8 0.4 -0.56
C 22.747000 6.182000 32.427000 -5.5 3.5 4.1 -0.10
F 22.949000 1.469000 35.973000 -0.6 -0.2 0.2 -0.42
C 25.373000 1.355000 40.596000 0.4 0.9 2.3 -0.44
H 20.547000 0.870000 34.104000 2.6 -1.4 1.7 0.25
C 24.000000 6.831000 30.047000 -0.8 -1.4 1.8 -0.80
C 19.787000 1.498000 33.829000 1.2 1.3 -1.9 -0.84
H 23.106000 8.933000 30.421000 0.2 -1.7 -0.5 0.27
C 22.468000 7.492000 31.854000 1.7 -2.4 0.2 0.05
```
Positions in Å, forces in eV/Å.

Net charge: -1
Max |F| in eV Å⁻¹: 10.9
HOMO level in eV: -5.53

***

No. 2
Computed, not measured: one molecule with the formula C20H26N4O2, with the ωB97M-V functional and the def2-TZVPD basis.

```
52
Properties=species:S:1:pos:R:3:forces:R:3:mulliken_charge:R:1
C 0.208229 0.910105 -0.178550 -0.1 -0.5 0.0 -0.50
O 0.939437 1.310900 0.718682 0.3 0.1 0.3 -0.77
N 0.576605 4.650484 -2.053950 -0.7 -0.1 0.1 -0.73
N -0.592830 1.772978 -0.835695 -0.2 0.3 0.1 0.23
H -0.998853 2.402995 -2.761456 0.0 -0.1 0.0 0.43
H 0.275963 -0.797047 -2.642501 0.0 0.1 0.0 0.19
H -2.370135 1.645706 -1.927072 0.0 0.0 -0.1 0.24
C 0.186567 -0.586682 -0.474550 -0.1 0.0 -0.1 1.14
C 2.693896 4.440583 -1.344333 0.1 0.2 -0.2 0.58
C 0.297294 -1.690286 3.243026 0.1 0.1 0.0 -0.60
H -1.487297 3.649154 -0.688393 0.1 0.0 0.0 0.46
H 0.614777 -3.324900 1.896701 0.1 -0.1 -0.1 0.43
H -0.317691 -0.113363 4.552791 0.0 0.1 0.1 0.40
H 1.350232 -1.481018 3.360589 0.1 0.0 0.0 0.38
H 1.397936 -2.943503 -2.640502 0.0 -0.1 0.1 0.40
H -1.861966 -0.800576 -1.191342 0.0 0.1 0.1 0.43
H 0.762898 -1.010546 0.357801 -0.1 0.1 -0.1 -0.06
H 4.393898 4.961228 -0.172491 0.1 0.0 0.0 0.30
C 0.600684 3.877515 -0.998603 -0.2 0.0 0.1 0.57
C -0.638595 -0.922006 3.913653 0.0 0.1 0.1 -0.48
C -1.200346 -1.217829 -0.421830 0.1 0.4 0.0 -0.70
C -1.289218 1.593929 -2.086461 -0.2 -0.1 -0.2 -1.08
H 1.840367 -0.514113 -1.876205 0.0 0.0 -0.1 0.42
C 1.869106 5.013700 -2.274714 0.4 -0.1 0.2 -0.62
C -1.467053 -2.997161 2.248723 0.0 -0.2 0.1 0.19
H -1.039808 0.650689 -2.556517 0.0 0.0 0.0 0.42
H -0.463412 3.168844 0.699328 -0.1 0.0 -0.1 0.42
H -2.438169 -4.240713 -0.801225 -0.1 0.1 0.1 0.52
H -2.722038 -0.606314 4.291746 -0.1 0.0 0.0 0.39
C -0.115541 -2.722101 2.418328 -0.1 0.0 0.0 -0.02
C -2.234640 -3.435223 -0.090711 0.0 -0.4 0.0 -1.18
H 2.123110 5.662715 -3.088186 0.2 0.1 -0.2 0.42
N 1.865222 3.716345 -0.531509 0.0 0.1 0.0 0.07
C 1.095215 -2.528789 -1.677193 0.0 0.0 -0.1 -0.63
H -1.117578 -4.790145 1.137438 -0.1 0.0 0.0 0.41
H 4.617222 5.106124 -1.921200 0.1 0.0 0.0 0.30
H -1.650371 -1.015988 0.555075 0.0 0.0 -0.1 0.35
C -2.398175 -2.226781 2.935568 0.0 0.0 0.0 -0.12
H -3.452692 -2.435945 2.817749 -0.1 0.0 0.0 0.41
C -0.112996 -3.321903 -1.204450 0.3 0.2 -0.2 0.65
C -1.909789 -4.054778 1.280344 0.0 0.2 -0.2 -1.23
O -0.147414 -4.531659 -1.342152 0.1 -0.4 0.0 -0.69
C 4.162207 4.508332 -1.136750 -0.1 0.0 0.1 -1.22
C -0.556912 3.167440 -0.389516 0.2 -0.1 0.2 -1.10
C -1.987419 -1.197329 3.763921 -0.1 0.1 0.0 -0.62
H -3.107802 -2.783615 -0.020486 0.0 0.0 0.0 0.52
H 2.115474 3.108601 0.235631 -0.1 0.0 -0.1 0.23
H 1.898964 -2.752297 -0.969493 0.0 0.0 0.0 0.25
H 4.600011 3.510188 -1.155496 0.1 0.0 0.0 0.30
H -2.801439 -4.565889 1.646868 0.0 -0.1 0.0 0.45
C 0.881770 -1.024250 -1.764105 0.1 0.0 0.2 -0.71
N -1.122564 -2.653880 -0.601657 -0.2 0.0 0.1 0.12
```
Positions in Å, forces in eV/Å.

Net charge: 0
Max |F| in eV Å⁻¹: 0.7
SMILES: Cc1cnc(CN(C)C(=O)[C@@H]2CCC(=O)N(CCc3ccccc3)C2)[nH]1
HOMO level in eV: -8.35
Relative energy (zero: lowest compared OMol25 entry of this formula, charge and spin) in eV: 0.586

***

No. 3
Computed, not measured: a 2-piece molecular cluster, C2H6ClISi overall at a distorted geometry, with the ωB97M-V functional and the def2-TZVPD basis.

```
11
Properties=species:S:1:pos:R:3:forces:R:3:mulliken_charge:R:1
H -0.906360 1.231304 -1.721190 0.5 1.1 2.1 0.30
H -0.096704 2.046999 -0.158990 1.4 1.8 0.3 0.33
I 1.082719 0.869001 3.033740 -0.9 -0.6 -1.6 -0.44
Si -0.465212 -0.273873 0.213698 1.2 1.4 1.1 0.54
C -0.857451 1.487541 -0.570826 -2.3 -4.8 -1.9 -0.83
C 1.101879 -1.299685 -0.222375 -2.1 0.9 -4.8 -0.92
H 0.815877 -2.261088 -0.724128 0.2 0.6 0.8 0.31
Cl -2.163947 -1.266533 0.817824 0.8 0.2 -0.3 -0.19
H 1.740514 -0.777381 -1.046390 -1.2 -0.5 1.6 0.29
H -1.898859 1.655574 -0.242772 0.7 0.5 0.0 0.27
H 1.647544 -1.411859 0.621409 1.7 -0.6 2.6 0.35
```
Positions in Å, forces in eV/Å.

Net charge: 0
Max |F| in eV Å⁻¹: 5.7
HOMO level in eV: -8.32
Relative energy (zero: lowest compared OMol25 entry of this formula, charge and spin) in eV: 2.062

***

No. 4
Computed, not measured: C39H27CoN8S as an isolated structure, with the ωB97M-V functional and the def2-TZVPD basis.

```
76
Properties=species:S:1:pos:R:3:forces:R:3:mulliken_spin:R:1
C -0.893664 3.500462 -1.457712 0.0 0.0 0.0 0.00
H -1.443298 6.452967 -3.880687 0.0 0.0 0.0 0.00
H -1.501682 -0.057009 -2.708278 0.0 0.0 0.0 0.00
H -0.207564 4.958904 -0.057045 0.0 0.0 0.0 0.00
H -1.535696 -3.706533 4.312620 0.0 0.0 0.0 0.00
H -1.465259 2.098907 3.013328 0.0 0.0 0.0 0.00
N -0.855188 -1.129400 2.293285 0.0 0.0 -0.1 0.03
H -0.542255 6.863038 -1.618532 0.0 0.0 0.0 0.00
H -1.981488 0.510548 5.001037 0.0 0.0 0.0 0.00
H -2.192785 -1.832788 5.827336 0.0 0.0 0.0 0.00
C -3.297176 -1.164339 -0.462220 0.0 0.0 0.0 0.01
C -1.451075 -2.676416 3.997119 0.0 0.0 0.0 0.00
N 2.060584 -0.233730 1.781253 0.0 0.0 0.0 0.03
H 3.241090 -0.759507 4.879341 0.0 0.0 0.0 0.00
C 4.336100 0.936616 -2.282404 0.0 0.0 0.0 0.00
C -1.701070 -0.327922 4.377680 0.0 0.0 0.0 0.00
C -5.475300 -1.937383 -1.225017 0.0 0.0 0.0 0.00
N -0.589073 1.278516 1.331980 0.0 0.0 0.2 0.00
H 1.192015 -0.872835 3.523772 0.0 0.0 0.0 0.00
C 1.996208 0.523575 -2.181320 0.0 0.0 0.0 0.01
H -5.678173 1.128442 0.210140 0.0 0.0 0.0 0.00
H -0.660882 -3.150361 2.035519 0.0 0.0 0.0 0.00
C 4.432136 0.234833 1.870746 -0.1 0.0 0.0 0.00
H 2.765874 -2.310244 -0.106002 0.0 0.0 0.0 0.00
C -4.106431 -2.132066 -1.071308 0.0 0.0 0.0 0.00
N -0.615631 2.500853 0.701091 0.0 0.1 -0.1 0.00
C -1.597984 4.343120 -3.619575 0.0 0.0 0.0 0.00
H 5.370801 -0.035478 3.791691 0.0 0.0 0.0 0.00
C 4.442984 -0.090257 3.235966 0.0 0.0 0.0 0.00
H 1.041325 0.419004 -2.677051 0.0 0.0 0.0 0.00
H 3.224164 -4.554380 -0.946177 0.0 0.0 0.0 0.00
C 0.640485 -2.373144 -0.445828 0.0 0.1 0.1 0.01
H 6.550700 0.676728 1.734794 0.0 0.0 0.0 0.00
C 5.605699 0.847166 -0.152769 0.0 0.0 0.1 0.00
N -0.876095 1.073003 -1.121656 0.0 0.0 0.0 0.02
C -1.354934 0.943201 -2.311533 0.0 0.0 0.0 0.01
C -1.085516 1.218327 2.501173 0.0 0.0 -0.1 -0.02
S -3.127929 -3.491058 -1.533365 0.0 0.0 0.0 0.00
C 3.277887 -0.486787 3.834137 0.0 0.0 0.0 0.00
C 3.208111 0.154462 1.185955 0.0 0.0 0.0 0.00
Co 0.050601 -0.526092 0.301920 0.0 0.0 0.0 2.88
H 3.064948 0.913953 -4.008005 0.0 0.0 0.0 0.00
C 1.180525 -4.989037 -1.427185 0.0 0.0 0.0 0.00
C -6.021429 -0.756560 -0.759831 0.0 0.0 0.0 0.00
H -1.990068 4.159355 -4.612144 0.0 0.0 0.0 0.00
C -0.971102 -2.376321 2.728976 0.0 0.0 0.0 0.01
H -7.083862 -0.583900 -0.865825 0.0 0.0 0.0 0.00
C 4.380584 0.750529 -0.892146 0.0 0.0 0.0 0.00
C -1.722985 -2.672895 -0.905472 -0.1 0.0 0.0 -0.01
C 1.933182 -2.904615 -0.471363 0.0 -0.1 0.0 -0.04
C -5.221565 0.215455 -0.148678 0.0 0.0 0.0 0.00
C -0.114855 -4.507145 -1.422813 0.0 0.0 0.0 0.00
C -1.817239 -1.633899 4.832555 0.0 0.0 0.0 0.00
C -1.214331 -0.117842 3.096373 0.0 -0.2 0.0 0.01
H -0.921050 -5.132258 -1.792937 0.0 0.0 0.0 0.00
C -0.768190 2.345875 -0.573627 0.1 0.0 0.1 0.00
C -0.779925 5.854341 -1.926283 0.0 0.0 0.0 0.00
C -0.587615 4.802342 -1.056940 0.0 0.0 0.0 0.00
H -3.235255 0.766914 0.479334 0.0 0.0 0.0 0.00
C 3.178880 0.444976 -0.231511 0.0 0.0 0.0 0.01
H 5.247350 1.167054 -2.820165 0.0 0.0 0.0 0.00
N 1.997046 0.368164 -0.873890 -0.1 -0.1 -0.1 0.01
C 2.206490 -4.181723 -0.947650 0.0 0.0 0.0 0.00
C -1.289516 5.622508 -3.205144 0.0 0.0 0.0 0.00
H 1.391585 -5.983222 -1.797910 0.0 0.0 0.0 0.00
N -1.958184 -1.503220 -0.391038 0.1 0.0 0.0 0.03
C 5.628049 0.609295 1.172517 0.0 0.0 0.0 0.00
H 6.510401 1.108132 -0.686882 0.0 0.0 0.0 0.00
C -0.366569 -3.222181 -0.937453 0.0 0.0 0.0 0.00
C 2.112761 -0.547343 3.060872 0.0 0.0 0.0 0.00
H -6.097929 -2.689447 -1.690746 0.0 0.0 0.0 0.00
H -2.079096 1.780272 -4.020401 0.0 0.0 0.0 0.00
N -1.675391 1.967153 -3.116859 0.0 0.0 0.0 0.00
C 3.139860 0.803579 -2.935462 0.0 0.0 0.0 0.00
C -1.393145 3.283896 -2.741318 0.0 0.0 0.0 0.00
C -3.863008 0.022884 0.005644 0.0 0.0 0.0 -0.01
```
Positions in Å, forces in eV/Å.

Net charge: +1
Expectation value of S²: 3.760
Max |F| in eV Å⁻¹: 0.2
2S+1: 4
HOMO level (alpha / beta) in eV: -9.86 / -10.20
Relative energy (zero: lowest compared OMol25 entry of this formula, charge and spin) in eV: 0.000